Here is a molecular structure, C72H160As2ClF16N10O8S4 in a non-equilibrium geometry from the OMol25 dataset. Energies are from ωB97M-V/def2-TZVPD.

Geometry as XYZ:
```
273
Properties=species:S:1:pos:R:3:forces:R:3
C 2.78133 1.46571 -3.40805 1.18 0.24 -1.00
C 3.21409 2.35680 -2.23064 -0.29 0.49 -0.08
C 4.14549 3.42170 -2.78021 1.17 -0.77 -2.10
N 4.94174 4.29705 -1.87749 -1.93 0.99 1.15
C 3.97537 4.91861 -0.83930 -0.90 -1.07 -1.69
C 4.50680 6.02926 -0.03702 -0.03 1.23 -2.34
C 5.10946 7.12472 -0.96145 0.50 0.31 1.40
C 6.11997 6.55176 -1.93646 -0.77 -0.11 -0.61
C 5.47321 5.43696 -2.74073 0.87 -0.66 0.53
C 5.97334 3.57761 -1.06742 -1.08 0.82 0.12
H 3.72297 1.03600 -3.82837 -0.66 -0.17 0.25
H 2.36681 2.01933 -4.27445 0.08 0.20 0.70
H 2.06302 0.67721 -3.21627 0.04 -0.10 0.55
H 3.75767 1.83880 -1.46443 0.20 -0.91 0.33
H 2.36105 2.78300 -1.72231 -0.38 0.28 -0.13
H 3.65364 4.04268 -3.55963 0.12 -0.21 0.84
H 4.98531 2.89769 -3.31275 -0.80 0.13 0.07
H 3.13144 5.32557 -1.39416 -0.10 -0.26 -0.50
H 3.58160 4.07817 -0.27183 0.20 -0.02 0.25
H 3.62538 6.33948 0.47252 -0.30 0.73 0.98
H 5.26218 5.68854 0.57015 1.50 -0.51 2.09
H 4.36572 7.66274 -1.53174 -0.52 -0.05 -0.10
H 5.60922 7.88859 -0.33519 -0.28 -0.34 -0.23
H 6.31704 7.31830 -2.67099 0.28 0.31 -0.28
H 7.08247 6.28366 -1.53737 0.29 -0.25 0.50
H 4.60627 5.83250 -3.25675 -0.10 -0.10 -0.24
H 6.19495 4.97748 -3.42894 -0.35 0.13 -0.04
H 5.53848 2.70347 -0.53825 0.29 0.84 -0.51
H 6.26147 4.37972 -0.40864 0.61 -0.46 0.72
H 6.80097 3.35798 -1.68657 0.82 -0.63 -0.69
C 2.64261 1.90677 3.70980 1.38 -0.89 0.82
C 1.24736 2.22661 4.21119 -0.08 0.46 -1.23
C 0.29843 1.44043 3.25296 0.19 -0.14 0.00
N -1.00891 0.92528 3.83106 0.36 0.52 0.11
C -1.81537 2.01640 4.48354 0.42 0.90 1.21
C -2.39484 3.10116 3.52986 -1.20 0.76 2.04
C -3.29925 2.49711 2.49954 1.00 -0.94 -0.07
C -2.50363 1.41277 1.78391 -0.60 -0.88 0.78
C -1.93775 0.37759 2.75660 1.47 0.08 -0.17
C -0.67402 -0.23449 4.82508 0.49 2.55 0.16
H 3.49132 2.29310 4.31459 -0.75 0.43 -0.41
H 2.80612 2.09762 2.66898 0.07 0.54 -0.61
H 2.83450 0.82543 3.78329 -0.36 0.02 0.01
H 1.04640 3.32641 4.14159 0.04 -0.88 0.17
H 1.24897 1.94314 5.24789 -0.60 -0.22 0.49
H 0.79166 0.53268 2.86500 -0.15 0.43 0.30
H 0.11177 2.05943 2.36216 -0.30 -0.16 0.39
H -1.12504 2.46763 5.22900 -0.64 -0.15 -0.32
H -2.63129 1.51532 5.02444 0.22 0.11 -0.14
H -1.61107 3.71076 3.15745 0.86 0.24 -0.61
H -3.04136 3.86632 4.10197 1.13 -1.31 -0.13
H -3.62387 3.18155 1.72064 -0.58 0.23 0.29
H -4.10548 2.00662 3.07784 -0.13 0.39 -0.68
H -1.78313 1.78686 1.07924 0.48 0.23 -0.19
H -3.21479 0.84920 1.21108 -0.24 -0.34 -0.59
H -1.36916 -0.44179 2.32049 -0.34 0.21 -0.31
H -2.70675 -0.01656 3.36948 -1.15 -0.61 0.26
H -1.63339 -0.50375 5.21259 -0.36 -0.66 0.29
H -0.00548 0.12416 5.67116 -0.94 -0.15 -1.18
H -0.14840 -0.97451 4.25637 -0.07 -0.54 -0.26
C 0.36300 4.93474 1.00995 0.14 0.17 0.21
C -1.16635 5.07025 1.10251 0.88 -3.18 -0.85
C -1.85301 5.61638 -0.09576 -1.38 1.04 -0.42
N -2.50591 7.03915 0.02026 -0.21 0.19 -2.24
C -3.53084 7.12114 -1.18036 0.16 -0.26 0.89
C -4.29676 8.44164 -1.20519 -0.85 -1.07 0.44
C -5.06815 8.68662 0.11043 1.39 -0.59 -0.84
C -4.09992 8.67865 1.24293 1.23 1.02 1.48
C -3.28871 7.34828 1.26957 -0.26 0.00 -0.03
C -1.42768 8.03682 -0.14796 -0.56 0.94 1.53
H 0.82327 5.85901 0.73656 0.23 0.95 -0.39
H 0.72831 4.21768 0.28252 -0.33 -0.28 -0.23
H 0.84538 4.70899 1.96178 -0.30 -0.31 0.24
H -1.40131 5.54463 1.99748 -0.67 0.86 1.59
H -1.56714 3.99628 1.15600 0.46 1.55 0.21
H -2.72171 5.00597 -0.35653 0.27 -0.12 -0.01
H -1.17013 5.64945 -0.94069 -0.20 0.30 -0.14
H -4.22635 6.27455 -0.99611 0.45 0.39 -0.19
H -2.97995 6.93130 -2.10933 0.06 0.07 0.36
H -4.97142 8.33706 -2.06691 0.14 0.32 0.21
H -3.65041 9.27177 -1.34648 0.62 0.81 -0.54
H -5.71661 7.87449 0.31912 -1.16 -0.74 -0.19
H -5.58625 9.60684 0.10130 -0.79 0.91 -0.21
H -4.64967 8.85524 2.21296 0.56 -0.86 -0.76
H -3.44015 9.59193 1.25554 -0.27 -0.93 -0.38
H -4.02550 6.52813 1.31019 0.50 0.05 0.58
H -2.52515 7.38001 2.04926 -0.51 -0.33 0.32
H -0.89617 7.94567 -1.05379 0.41 -0.60 -1.19
H -0.72636 7.82508 0.68877 -0.37 0.76 -0.43
H -1.89236 9.05234 -0.15699 0.75 -0.77 0.50
C 9.28764 -1.37210 -3.38848 0.13 -0.51 0.02
C 7.95422 -1.96689 -3.74967 -0.90 0.15 1.95
C 7.23805 -2.45600 -2.46412 -1.26 0.41 -1.48
N 6.01923 -3.32040 -2.76816 -2.27 -0.40 -0.42
C 5.05979 -2.50208 -3.64579 1.23 -0.70 0.27
C 3.74589 -3.12559 -3.92365 -2.68 2.32 0.71
C 2.94835 -3.30182 -2.62487 -0.34 -0.52 0.07
C 3.85888 -4.13917 -1.65716 -1.01 0.36 0.48
C 5.27737 -3.58389 -1.42138 -0.71 -0.13 -1.96
C 6.12454 -4.61860 -3.50070 2.07 -1.28 0.93
H 9.96737 -2.11019 -2.98520 0.11 0.03 0.71
H 9.13090 -0.48131 -2.77147 0.27 -0.39 0.23
H 9.77437 -1.05423 -4.27253 0.46 0.55 -1.03
H 7.89166 -2.81819 -4.38119 0.87 -0.56 -1.04
H 7.44172 -1.15985 -4.21495 -0.99 0.46 -0.46
H 6.76006 -1.65074 -1.86969 0.95 -0.36 -0.03
H 7.90664 -3.08981 -1.94146 0.62 -0.35 1.03
H 5.01372 -1.58669 -3.10659 -0.69 0.99 0.32
H 5.51489 -2.29463 -4.58535 0.93 0.05 -0.58
H 3.22444 -2.33102 -4.57843 0.58 -1.51 0.67
H 3.65975 -4.10126 -4.34682 0.67 -0.25 -1.15
H 2.53142 -2.35966 -2.25154 0.60 -0.01 0.35
H 2.03042 -3.87308 -2.89944 0.63 0.11 0.51
H 3.42229 -4.22420 -0.64354 0.03 0.22 -0.44
H 3.80919 -5.15506 -2.04564 0.55 -0.17 0.01
H 5.16326 -2.60248 -0.98522 0.33 0.11 0.59
H 5.91404 -4.27597 -0.88451 0.03 0.20 0.42
H 5.16697 -4.96050 -3.87150 0.15 0.16 0.27
H 6.55998 -5.43212 -2.84610 -0.47 1.04 -0.51
H 6.79620 -4.51618 -4.34597 0.02 0.14 -0.12
C 5.31462 -6.18216 4.81533 0.15 0.98 1.95
C 6.76301 -5.78089 4.84732 1.06 -2.16 -0.61
C 6.94657 -4.50801 5.56473 1.12 0.86 -1.17
N 8.35152 -4.03853 5.85492 -0.12 0.77 0.24
C 8.98360 -4.94271 6.94204 -1.19 2.29 0.52
C 10.24527 -4.33740 7.53877 0.16 -0.07 -1.10
C 9.95555 -2.92079 8.04172 0.84 0.61 0.69
C 9.30806 -1.98533 7.02766 0.27 0.92 -0.12
C 8.09678 -2.57408 6.38867 0.51 -0.33 -1.81
C 9.29513 -4.06254 4.64331 -0.75 -0.02 1.31
H 4.89489 -6.26139 5.81449 -0.29 0.75 0.32
H 5.23088 -7.17224 4.55101 -0.20 -2.17 -1.52
H 4.77730 -5.50619 4.18445 -0.67 0.18 -0.29
H 7.00209 -5.80324 3.78122 0.70 0.72 0.10
H 7.40092 -6.59003 5.28902 -0.65 0.49 -0.14
H 6.51777 -4.54213 6.51889 -0.94 -0.19 1.38
H 6.48827 -3.70695 5.00742 -0.24 0.37 -0.22
H 8.23934 -5.02379 7.74582 -0.06 0.23 -0.20
H 9.02286 -5.89454 6.51480 0.67 -1.48 -0.68
H 10.47622 -4.97439 8.38560 0.43 -0.08 0.05
H 11.07820 -4.38089 6.79322 -0.50 0.08 0.76
H 9.33146 -3.03170 8.97433 0.59 0.44 -0.83
H 10.90871 -2.36727 8.26344 -0.76 -0.97 0.45
H 9.06161 -1.00039 7.56425 0.20 -1.36 -1.06
H 9.98227 -1.76943 6.18223 0.28 0.28 0.66
H 7.36605 -2.65777 7.15011 -1.24 -0.31 0.39
H 7.75430 -2.01471 5.46274 0.22 -0.59 1.35
H 9.42667 -5.14491 4.48067 0.57 0.74 -0.31
H 10.13769 -3.48315 5.01002 0.54 -0.68 -0.33
H 8.93854 -3.52417 3.76826 -0.64 -0.23 0.20
C -8.44249 -1.58122 3.21410 -0.49 -1.75 -3.00
C -8.98159 -0.96641 1.84917 0.88 2.21 0.12
C -9.53823 -2.01396 0.92816 0.10 -2.73 0.19
N -10.16265 -1.72937 -0.40941 -0.51 1.11 0.97
C -10.57702 -3.02945 -1.05578 1.59 -0.38 -0.66
C -11.41731 -2.82434 -2.29153 -1.06 -0.12 0.75
C -12.69826 -2.12461 -1.81510 0.78 -0.27 -0.56
C -12.36355 -0.75835 -1.23315 -1.07 -0.22 1.51
C -11.40237 -0.92602 -0.02663 0.91 0.80 -2.09
C -9.17117 -1.02318 -1.27469 1.41 0.57 1.98
H -8.99706 -2.55877 3.29721 0.46 1.06 0.76
H -8.54942 -0.90039 4.01945 -0.30 0.34 0.75
H -7.39647 -1.85834 3.06710 -0.03 0.09 0.18
H -8.14301 -0.46011 1.27698 -0.79 -0.40 0.97
H -9.70244 -0.15222 2.13319 0.39 -0.84 -0.49
H -10.26946 -2.65648 1.45840 0.15 0.46 -0.17
H -8.77319 -2.71441 0.61162 0.51 0.02 0.61
H -11.02541 -3.60279 -0.24874 -0.11 -0.33 -0.28
H -9.63727 -3.43995 -1.43453 0.04 -0.51 0.83
H -11.76731 -3.76582 -2.79492 1.02 0.61 0.61
H -10.81169 -2.21745 -2.99123 -0.66 -0.32 0.01
H -13.21188 -2.73361 -1.03811 0.29 0.20 -0.61
H -13.27696 -2.12238 -2.72084 -1.01 0.67 0.01
H -13.30290 -0.42360 -0.73440 0.59 0.46 -0.67
H -12.02574 -0.04295 -1.99112 -0.05 -0.07 0.31
H -11.83336 -1.53715 0.75373 -0.42 0.25 0.23
H -10.97732 0.03218 0.34231 -0.75 -0.59 -0.05
H -8.30206 -1.69308 -1.48154 -1.09 0.45 -0.24
H -8.73327 -0.14694 -0.72119 -0.61 -0.87 -0.34
H -9.69841 -0.61990 -2.08237 -0.38 0.26 -1.58
C -4.38690 5.65105 -4.81456 0.31 0.92 -0.79
C -4.07316 4.48734 -3.92972 0.01 -1.21 1.15
C -3.67605 3.32834 -4.82010 -1.64 -0.27 1.27
N -3.29530 2.06982 -4.10667 1.59 -0.19 -0.46
C -4.50785 1.37821 -3.52905 0.31 -0.01 -0.63
C -4.19474 0.00990 -2.92775 -0.09 1.29 -1.25
C -3.64433 -0.84501 -4.09233 -1.16 -0.09 1.43
C -2.43783 -0.25920 -4.73622 0.83 1.95 -1.52
C -2.74093 1.20427 -5.22291 -0.96 -1.20 1.30
C -2.23224 2.36629 -3.05064 -1.17 1.23 0.48
H -4.71078 5.28505 -5.80185 0.03 0.39 0.13
H -3.41109 6.26382 -4.96670 -2.03 -0.57 0.24
H -5.25863 6.16274 -4.37160 0.75 0.55 -0.39
H -4.89513 4.14629 -3.23166 0.96 0.88 -0.73
H -3.17369 4.81036 -3.36534 -0.80 -0.68 0.20
H -2.87735 3.70815 -5.37951 1.50 -0.10 -1.12
H -4.47724 2.95457 -5.47150 0.01 0.73 -0.06
H -5.22138 1.23481 -4.39553 0.66 0.39 0.95
H -4.87262 2.05952 -2.79189 -0.60 0.40 0.48
H -5.15820 -0.22500 -2.51516 -0.54 -1.10 -0.22
H -3.61447 0.09888 -2.03585 1.02 -0.01 0.34
H -4.47411 -0.90020 -4.78537 -0.14 -0.19 -0.51
H -3.44702 -1.83978 -3.75727 0.17 -0.77 0.23
H -2.22558 -0.73180 -5.72154 0.19 -0.27 0.88
H -1.56425 -0.26955 -4.06695 -0.30 -0.17 -0.48
H -3.57585 1.11921 -5.94429 0.56 0.25 0.09
H -1.93062 1.79175 -5.60995 0.60 -0.25 -0.44
H -1.39787 2.96999 -3.40476 -0.34 0.19 -0.69
H -1.78041 1.48277 -2.67747 -0.09 -1.07 0.37
H -2.75743 2.94917 -2.24377 0.51 -0.78 -0.59
C -1.27891 -4.76781 -3.32256 -0.05 2.09 -0.10
C -1.23997 -4.72664 -1.78823 1.17 -0.88 -0.30
C -2.21096 -5.79179 -1.23802 -0.88 0.51 -0.63
N -2.27122 -5.85739 0.29144 -0.53 -0.56 -0.18
C -1.08173 -6.55242 0.85857 0.51 -0.64 0.84
C -1.06971 -8.09482 0.64545 -0.27 -0.28 -1.31
C -2.34287 -8.86330 0.97134 -0.58 0.88 -1.16
C -3.53309 -8.07546 0.45621 -0.24 -0.40 -2.81
C -3.54562 -6.61472 0.73696 -0.38 1.95 0.46
C -2.31276 -4.45688 0.82010 -0.55 -0.07 0.27
H -0.51414 -4.06182 -3.81201 -1.05 -1.08 0.89
H -2.26790 -4.36336 -3.55543 0.06 -0.09 -0.56
H -1.20415 -5.74075 -3.75265 0.23 -0.78 -0.23
H -1.53225 -3.70837 -1.49575 0.33 -0.50 0.13
H -0.17991 -4.96475 -1.50692 -0.87 0.47 0.31
H -1.99204 -6.80363 -1.64201 -0.06 0.68 0.44
H -3.24255 -5.48507 -1.58724 0.98 -0.51 0.55
H -0.18575 -6.08564 0.43609 -0.18 -0.15 -0.07
H -1.05529 -6.27574 1.93975 -0.18 -0.44 -0.67
H -0.83656 -8.37970 -0.39665 0.05 0.67 0.14
H -0.28003 -8.55674 1.18887 0.91 0.11 0.67
H -2.37941 -9.89522 0.59741 0.35 0.42 -0.23
H -2.46185 -8.95958 1.99481 -0.09 -0.12 2.36
H -3.60186 -8.17475 -0.68972 0.05 -0.13 1.52
H -4.47253 -8.43839 0.83862 -0.36 -0.37 0.10
H -4.36322 -6.06688 0.21953 0.43 -0.58 0.21
H -3.73475 -6.40691 1.81600 0.68 -0.04 -0.57
H -3.15683 -3.92615 0.33400 0.76 -0.21 0.33
H -1.33779 -4.00496 0.62316 -0.34 0.09 0.02
H -2.49403 -4.51713 1.90610 0.07 0.05 -0.47
As -5.82687 -3.03934 -0.65921 1.93 -1.90 0.58
F -4.24504 -2.38954 -0.92357 0.64 -0.25 -0.02
F -5.31301 -4.58752 -1.28138 0.14 0.05 -0.02
F -7.38915 -3.72409 -0.41894 -0.46 -0.12 0.00
F -6.26962 -1.57704 -0.00436 -1.19 2.14 0.98
F -6.24223 -2.48755 -2.20537 -0.71 0.09 -1.23
F -5.33295 -3.53669 0.96134 -0.16 -0.23 -0.40
As 0.48996 5.78401 -3.72427 0.83 -2.61 0.51
F 0.93128 6.82546 -2.47042 0.37 0.94 0.99
F 0.00283 7.04082 -4.73776 0.56 0.78 -0.50
F 0.15505 4.65746 -4.96446 -0.22 -0.44 -0.34
F 0.74182 4.37265 -2.60784 0.18 0.79 -0.51
F -1.15937 5.74096 -3.11220 -0.03 0.02 -0.17
F 2.26177 5.65831 -4.15064 -1.57 0.47 0.17
Cl -4.53936 3.81943 -0.75975 -0.26 -0.33 0.47
N 5.97086 -1.02615 1.32149 0.26 -0.69 0.40
S 5.92995 0.53479 1.12306 -0.54 0.22 0.50
O 6.94411 1.22780 1.88342 -1.27 -0.14 -0.97
O 4.55165 1.04903 1.00099 2.82 -1.02 0.33
F 6.43618 0.56159 -0.41494 0.01 0.35 0.16
S 7.12700 -1.90179 2.00473 -0.76 0.83 -1.38
O 6.81887 -3.27244 1.77031 0.05 -0.27 -0.26
O 7.52301 -1.54202 3.31427 0.09 0.49 0.99
F 8.45232 -1.60763 1.14990 -0.73 -0.07 0.01
N 0.07092 -2.13303 -0.24267 1.72 -1.01 0.44
S -0.54687 -0.84288 -0.78061 -2.27 -0.16 -0.19
O -0.96359 -1.09718 -2.12430 -0.26 0.36 0.40
O 0.08154 0.37156 -0.44372 0.86 1.24 0.23
F -1.91738 -0.76987 0.13276 0.85 -0.30 -1.24
S 1.03434 -2.21829 1.00173 -1.57 1.00 -0.33
O 1.51526 -3.52246 1.06887 0.31 -2.93 0.64
O 0.46074 -1.56401 2.13769 0.37 -0.05 0.40
F 2.34795 -1.47325 0.70001 0.43 1.44 -0.56
```
Forces are in eV/Å.

Values from the calculation:
F_max (hartree/bohr): 0.07036
HOMO energy (eV): -12.39
Energy (Eh): -12110.5836
Energy relative to the best compared isomer or geometry (same formula, charge and spin) (eV): 0.948
Multiplicity: 1
Net charge: +3
Kohn-Sham gap (eV): 8.28

Löwdin atomic charge list, values in e, 5 entries: number 1, C, carries -0.069; number 2, C, carries -0.214; number 3, C, carries -0.155; number 4, N, carries -0.247; number 5, C, carries -0.119